{
  "formula": "C24H19IN2O2Tl",
  "method": "wB97M-V/def2-TZVPD",
  "species": ["Tl", "C", "C", "N", "C", "C", "C", "O", "C", "C", "N", "C", "C", "C", "C", "C", "C", "I", "C", "O", "H", "H", "H", "H", "H", "H", "H", "H", "H", "H", "H", "H", "C", "C", "C", "C", "C", "C", "C", "C", "C", "C", "H", "H", "H", "H", "H", "H", "H"],
  "positions_angstrom": [[0.47259, -0.34620, -2.17122], [-4.09073, -1.10505, 0.00288], [-3.64884, 0.28105, 0.30154], [-4.50278, 1.13533, 0.80993], [-4.07435, 2.37325, 1.08468], [-2.76278, 2.84757, 0.88731], [-2.44866, 4.27562, 1.28534], [-1.44735, 4.35743, 2.28462], [-1.82393, 1.99516, 0.34098], [-0.44590, 2.46751, 0.14884], [0.44131, 1.84340, -0.51970], [1.71516, 2.45422, -0.64317], [1.84628, 3.76197, -1.10116], [3.10282, 4.32315, -1.26379], [4.23839, 3.58344, -0.97021], [4.12038, 2.27792, -0.51439], [2.86482, 1.71406, -0.36197], [2.67763, -0.23236, 0.38173], [-2.25185, 0.64836, 0.00584], [-1.51953, -0.21754, -0.50274], [-5.12651, -1.23110, 0.30201], [-3.45706, -1.82768, 0.52093], [-3.98226, -1.31659, -1.06297], [-4.81731, 3.04725, 1.49772], [-3.36941, 4.77119, 1.60062], [-2.06882, 4.83063, 0.42686], [-1.82531, 4.13363, 3.14132], [-0.19581, 3.40220, 0.65068], [0.95593, 4.32411, -1.35376], [3.19319, 5.33768, -1.62710], [5.22046, 4.01735, -1.09809], [5.00388, 1.70140, -0.27696], [1.79387, -4.17060, 2.16781], [0.85559, -3.11454, 2.16683], [0.21666, -2.75393, 1.01496], [0.49053, -3.43957, -0.19401], [-0.08709, -3.15381, -1.43936], [0.11170, -3.81654, -2.59772], [1.03901, -4.89353, -2.56725], [1.67303, -5.21960, -1.40398], [1.42413, -4.51563, -0.19755], [2.06856, -4.85273, 1.01797], [2.28868, -4.44232, 3.09062], [0.64155, -2.59249, 3.09047], [-0.50523, -1.94760, 1.00331], [-0.39878, -3.55861, -3.51779], [1.23358, -5.44854, -3.47548], [2.37859, -6.04076, -1.38402], [2.78203, -5.66756, 1.01861]],
  "atomic_forces_ev_per_a": [[0.0, 0.0, 0.0], [0.0, 0.0, 0.0], [0.0, 0.0, 0.0], [0.0, 0.0, 0.0], [0.1, 0.0, 0.0], [0.0, 0.0, 0.0], [0.0, 0.0, 0.0], [0.0, 0.0, 0.0], [0.0, 0.0, 0.0], [0.0, -0.1, 0.0], [0.0, 0.1, 0.1], [0.0, 0.0, 0.0], [0.0, 0.0, 0.0], [0.0, 0.0, 0.0], [0.0, 0.0, 0.0], [0.0, 0.0, 0.0], [0.0, 0.0, 0.0], [0.0, 0.0, 0.0], [0.0, -0.1, 0.0], [0.0, 0.0, -0.1], [0.0, 0.0, 0.0], [0.0, 0.0, 0.0], [0.0, 0.0, 0.0], [0.0, 0.0, 0.0], [0.0, 0.0, 0.0], [0.0, 0.0, 0.0], [0.0, 0.0, 0.0], [0.0, 0.0, 0.0], [0.0, 0.0, 0.0], [0.0, 0.0, 0.0], [0.0, 0.0, 0.0], [0.0, 0.0, 0.0], [0.0, 0.0, 0.0], [0.0, 0.0, 0.0], [0.0, 0.0, 0.0], [0.0, 0.0, 0.0], [0.0, 0.0, 0.0], [0.0, 0.0, 0.0], [0.0, 0.0, 0.0], [0.0, 0.0, 0.0], [0.0, 0.0, 0.0], [0.0, 0.0, 0.0], [0.0, 0.0, 0.0], [0.0, 0.0, 0.0], [0.0, 0.0, 0.0], [0.0, 0.0, 0.0], [0.0, 0.0, 0.0], [0.0, 0.0, 0.0], [0.0, 0.0, 0.0]],
  "lumo_ha": [-0.2077, -0.1403],
  "fmax_ha_per_bohr": 0.002,
  "multiplicity": 1,
  "charge": 1,
  "orbital_gap_ev": [5.342, 7.031],
  "e_homo_ev": [-11.0, -10.8]
}



{
  "formula": "C24H19O3PS2TeTi",
  "method": "wB97M-V/def2-TZVPD",
  "species": ["Ti", "C", "C", "C", "C", "C", "C", "P", "C", "C", "C", "C", "C", "C", "C", "C", "C", "C", "C", "C", "H", "H", "H", "H", "H", "H", "H", "H", "H", "H", "H", "H", "H", "H", "O", "S", "O", "O", "S", "Te", "C", "C", "C", "C", "C", "C", "H", "H", "H", "H", "H"],
  "positions_angstrom": [[1.58058, -1.11728, -0.71282], [0.09311, -1.75652, 6.67024], [-0.89630, -0.96233, 6.11048], [-0.91664, -0.74533, 4.74013], [0.05865, -1.29627, 3.90902], [1.04479, -2.09417, 4.48481], [1.05913, -2.32587, 5.85247], [-0.07140, -0.88034, 2.11370], [0.79685, -2.31335, 1.35384], [0.00034, -3.31770, 0.76942], [0.56758, -4.48292, 0.29337], [1.94714, -4.67725, 0.35930], [2.75418, -3.69158, 0.88791], [2.18645, -2.51282, 1.37647], [1.20893, 0.42362, 1.93749], [1.43819, 1.32866, 2.97333], [2.33451, 2.37137, 2.78866], [3.00450, 2.49752, 1.58008], [2.78282, 1.57877, 0.56114], [1.87717, 0.52348, 0.70357], [0.11017, -1.93636, 7.73779], [-1.65883, -0.51932, 6.73894], [-1.70222, -0.14180, 4.29982], [1.80801, -2.54312, 3.86345], [1.83182, -2.95225, 6.28106], [-1.06394, -3.14539, 0.67088], [-0.05978, -5.23688, -0.16407], [2.38507, -5.58114, -0.04304], [3.83000, -3.79568, 0.88178], [2.83127, -1.74066, 1.78241], [0.92859, 1.22609, 3.92488], [2.51450, 3.07746, 3.59115], [3.71072, 3.30690, 1.43405], [3.33093, 1.67597, -0.36973], [4.01314, -2.34568, -3.55189], [3.18003, -1.75451, -2.55026], [1.81337, -2.39042, -2.36600], [3.70195, -1.79197, -1.14463], [2.66159, 0.17298, -2.75662], [-1.07454, -0.51301, -1.33046], [-0.97930, -1.20126, -3.34352], [-1.47260, -2.45600, -3.68961], [-1.41151, -2.90601, -5.00069], [-0.85499, -2.10600, -5.98897], [-0.36307, -0.85328, -5.65258], [-0.42853, -0.40364, -4.34128], [-1.89692, -3.09111, -2.92119], [-1.79122, -3.89034, -5.24922], [-0.79716, -2.45892, -7.01136], [0.08652, -0.22390, -6.41110], [-0.01932, 0.56372, -4.08322]],
  "atomic_forces_ev_per_a": [[0.0, 0.7, -0.7], [0.0, 0.0, 0.0], [0.0, 0.0, 0.0], [0.0, 0.0, 0.0], [0.0, 0.0, 0.0], [0.0, 0.0, 0.0], [0.0, 0.0, 0.0], [0.0, 0.1, 0.0], [0.1, -0.1, 0.1], [0.0, 0.0, 0.0], [0.0, 0.0, 0.0], [0.0, 0.0, 0.0], [0.0, -0.1, 0.0], [-0.1, 0.1, 0.1], [0.1, 0.0, 0.2], [0.0, 0.0, -0.1], [0.0, 0.0, 0.0], [0.0, 0.0, 0.0], [0.0, 0.0, 0.0], [0.0, -0.4, -0.2], [0.0, 0.0, 0.0], [0.0, 0.0, 0.0], [0.0, 0.0, 0.0], [0.0, 0.0, 0.0], [0.0, 0.0, 0.0], [0.0, 0.0, 0.0], [0.0, 0.0, 0.0], [0.0, 0.0, 0.0], [0.0, 0.0, 0.0], [0.0, 0.0, 0.0], [0.0, 0.0, 0.0], [0.0, 0.0, 0.0], [0.0, 0.0, 0.0], [0.0, 0.0, 0.0], [0.0, -0.1, 0.0], [-0.1, 0.2, 0.2], [-0.1, -0.3, -0.1], [0.1, 0.0, 0.2], [0.0, 0.0, 0.2], [0.1, -0.2, 0.0], [0.0, 0.1, 0.0], [0.0, 0.0, 0.1], [0.0, 0.0, 0.0], [0.0, 0.0, 0.0], [0.0, 0.0, 0.0], [0.0, 0.0, 0.0], [0.0, 0.0, 0.0], [0.0, 0.0, 0.0], [0.0, 0.0, 0.0], [0.0, 0.0, 0.0], [0.0, 0.0, 0.0]],
  "lumo_ha": [0.0920, 0.0855],
  "relative_energy_kj_mol": 0.0,
  "fmax_ha_per_bohr": 0.019,
  "multiplicity": 2,
  "charge": -1,
  "orbital_gap_ev": [6.844, 6.764],
  "e_homo_ev": [-4.3, -4.4]
}



{
  "formula": "C24H20BiF6N5O10S3",
  "method": "wB97M-V/def2-TZVPD",
  "species": ["Bi", "O", "C", "N", "C", "O", "C", "C", "C", "C", "C", "N", "C", "C", "C", "C", "C", "N", "H", "H", "H", "H", "H", "H", "H", "H", "F", "C", "F", "F", "S", "O", "O", "N", "S", "O", "O", "C", "F", "F", "F", "C", "C", "C", "C", "C", "C", "C", "S", "O", "O", "N", "C", "C", "C", "O", "O", "H", "H", "H", "H", "H", "H", "H", "H", "H", "H", "H", "H"],
  "positions_angstrom": [[-0.25832, -0.95809, 0.35166], [1.24031, 3.85503, 1.11361], [0.11730, 2.02471, 1.00145], [-0.02909, 0.80842, 1.67126], [0.95337, 0.41092, 2.59185], [0.74908, 0.09030, 3.73126], [2.26891, 0.06448, 1.93144], [3.51971, 0.35554, 2.43440], [4.62006, -0.06518, 1.70919], [4.43621, -0.78892, 0.53751], [3.15312, -1.07714, 0.11697], [2.09174, -0.64104, 0.80616], [-0.53096, 2.02960, -0.36438], [-0.82582, 3.20026, -1.04744], [-1.35706, 3.11291, -2.31833], [-1.57053, 1.86657, -2.89544], [-1.22537, 0.74695, -2.17984], [-0.72258, 0.83950, -0.94153], [3.60587, 0.92031, 3.35107], [5.61869, 0.17325, 2.05017], [5.27726, -1.12316, -0.05184], [2.93685, -1.62929, -0.78564], [-0.64240, 4.15493, -0.58108], [-1.60796, 4.01409, -2.86079], [-1.98956, 1.76320, -3.88515], [-1.33635, -0.24429, -2.58991], [-2.47740, 1.18268, 3.84086], [-3.33509, 2.16514, 3.55985], [-4.57017, 1.68462, 3.71687], [-3.14944, 3.14921, 4.42923], [-3.12385, 2.75330, 1.81061], [-2.90515, 1.54281, 1.04969], [-4.31372, 3.49553, 1.53653], [-1.91103, 3.75127, 1.88424], [-0.33603, 3.54661, 2.11500], [0.09739, 3.06857, 3.41245], [1.44909, 2.47539, 0.87696], [-0.22533, 5.42319, 2.29195], [-1.07563, 5.84366, 3.21811], [-0.51527, 6.02482, 1.13278], [0.99650, 5.79253, 2.66002], [-1.19263, -4.26339, 5.74804], [-1.72861, -4.06836, 4.35881], [-1.98752, -5.16689, 3.53705], [-2.44549, -4.99982, 2.24421], [-2.64675, -3.71113, 1.76171], [-2.42076, -2.60196, 2.56747], [-1.95859, -2.78972, 3.86216], [-3.27021, -3.47272, 0.13569], [-2.89975, -2.11884, -0.22376], [-4.63129, -3.89432, 0.01687], [-2.40628, -4.55410, -0.75074], [-1.04272, -4.21021, -1.15879], [-0.96065, -3.16051, -2.27494], [0.41774, -2.51186, -2.41100], [1.13075, -2.77605, -3.34843], [0.78339, -1.63439, -1.48114], [-1.59135, -5.17056, 6.20083], [-1.43875, -3.41728, 6.38674], [-0.10493, -4.35488, 5.72517], [-1.82487, -6.16673, 3.91980], [-2.63869, -5.85172, 1.60697], [-2.62783, -1.60246, 2.20115], [-1.77207, -1.92557, 4.48500], [-3.00440, -4.95332, -1.46407], [-0.53642, -5.12855, -1.45881], [-0.52906, -3.88073, -0.25464], [-1.70841, -2.39618, -2.07670], [-1.20742, -3.62642, -3.22904]],
  "atomic_forces_ev_per_a": [[-0.1, -0.2, -0.1], [-0.1, 0.2, -0.1], [-0.1, 0.0, 0.1], [-0.1, -0.1, -0.2], [0.0, 0.1, 0.3], [0.0, 0.0, -0.1], [-0.1, -0.1, -0.1], [0.0, 0.0, 0.0], [0.0, 0.0, 0.0], [0.0, 0.0, 0.0], [0.0, 0.0, 0.0], [0.1, 0.0, 0.0], [-0.1, 0.1, 0.1], [0.0, 0.0, 0.0], [0.0, 0.0, 0.0], [0.0, 0.0, 0.0], [0.0, 0.0, 0.0], [0.0, 0.0, 0.1], [0.0, 0.0, 0.0], [0.0, 0.0, 0.0], [0.0, 0.0, 0.0], [0.0, 0.0, 0.0], [0.0, 0.0, 0.0], [0.0, 0.0, 0.0], [0.0, 0.0, 0.0], [0.0, -0.1, 0.0], [0.2, -0.1, 0.0], [0.0, -0.1, 0.0], [-0.1, 0.0, -0.1], [0.0, 0.1, 0.0], [0.0, 0.0, 0.0], [0.2, -0.1, 0.0], [0.0, 0.0, 0.0], [0.2, -0.3, -0.1], [-0.2, 0.1, 0.4], [0.0, 0.0, -0.1], [0.0, -0.1, 0.0], [0.0, 0.0, 0.1], [0.0, 0.0, 0.0], [0.0, 0.0, -0.1], [0.0, 0.0, 0.0], [0.0, 0.0, 0.0], [0.0, 0.0, 0.0], [0.0, 0.0, 0.0], [0.0, 0.1, 0.0], [0.0, -0.1, 0.0], [0.0, 0.0, 0.0], [0.0, 0.0, -0.1], [0.0, -0.2, 0.0], [0.0, 0.2, 0.0], [0.1, 0.1, 0.0], [0.0, 0.1, -0.1], [0.0, 0.1, 0.1], [0.1, 0.0, 0.0], [0.0, 0.1, 0.0], [0.1, -0.1, 0.0], [-0.4, -0.1, -0.1], [0.0, 0.0, 0.0], [0.0, 0.0, 0.0], [0.0, 0.0, 0.0], [0.0, 0.0, 0.0], [0.0, 0.0, 0.0], [0.0, 0.0, 0.0], [0.0, 0.1, 0.0], [0.0, 0.0, 0.0], [-0.1, 0.0, 0.0], [0.1, 0.1, 0.1], [0.0, 0.1, 0.0], [0.1, 0.0, 0.0]],
  "lumo_ha": -0.0383,
  "fmax_ha_per_bohr": 0.008,
  "multiplicity": 1,
  "orbital_gap_ev": 7.895,
  "e_homo_ev": -8.9
}



{
  "formula": "C24H20BrClF4IN3O4Ti",
  "method": "wB97M-V/def2-TZVPD",
  "species": ["Ti", "C", "N", "C", "C", "C", "N", "C", "C", "F", "C", "F", "C", "C", "F", "C", "F", "H", "H", "H", "H", "H", "H", "H", "H", "H", "H", "H", "O", "C", "O", "C", "C", "C", "C", "C", "N", "C", "O", "O", "H", "H", "H", "Cl", "C", "H", "H", "Br", "C", "C", "C", "C", "C", "C", "I", "H", "H", "H", "H"],
  "positions_angstrom": [[-0.41981, -0.52683, 1.08116], [-2.16568, -0.52799, 4.67149], [-2.62441, -1.00760, 3.38478], [-3.34898, -2.25773, 3.51941], [-3.46296, -0.03893, 2.71222], [-2.72500, 1.21877, 2.22199], [-1.27482, 1.06215, 2.07063], [-0.59682, 2.26598, 2.18762], [0.55800, 2.37206, 2.97570], [0.98455, 1.30448, 3.66098], [1.27263, 3.54524, 3.07825], [2.36898, 3.57285, 3.85780], [0.88097, 4.69579, 2.42174], [-0.25513, 4.61918, 1.64920], [-0.67488, 5.70601, 0.97006], [-0.97101, 3.44330, 1.52617], [-2.03097, 3.43945, 0.69223], [-3.00896, -0.30615, 5.35189], [-1.57175, 0.37589, 4.53870], [-1.53747, -1.28794, 5.13878], [-4.30018, -2.11962, 4.06586], [-2.73841, -2.98115, 4.05463], [-3.56495, -2.65611, 2.52790], [-4.28647, 0.28402, 3.37810], [-3.92403, -0.54559, 1.86726], [-2.90766, 2.03797, 2.92720], [-3.20342, 1.52255, 1.28281], [1.45244, 5.60844, 2.49670], [2.00563, 2.38876, -0.45565], [1.11894, 1.58790, -0.26535], [1.05130, 0.71453, 0.70475], [-0.09979, 1.51218, -1.16508], [-0.37452, 2.23374, -2.31296], [-1.57879, 1.97449, -2.95952], [-2.47366, 1.03449, -2.45476], [-2.10896, 0.36015, -1.30396], [-0.95447, 0.61584, -0.72441], [-2.87225, -0.69212, -0.52551], [-4.01286, -1.00139, -0.79413], [-2.16290, -1.15697, 0.46822], [0.33939, 2.95875, -2.67703], [-1.82344, 2.50966, -3.86841], [-3.41880, 0.81764, -2.93194], [-0.15149, -3.27806, 2.76839], [0.57212, -1.63366, 2.60543], [1.62871, -1.77634, 2.38992], [0.45717, -1.14498, 3.57184], [4.23315, -6.70767, -6.48595], [4.69998, -4.73158, -6.26936], [5.88868, -4.42031, -6.91687], [6.30980, -3.09902, -6.84562], [5.52646, -2.18341, -6.14505], [4.34957, -2.59776, -5.52784], [3.86896, -3.92705, -5.55853], [0.74262, -2.23769, -0.76810], [6.46602, -5.16393, -7.45350], [7.23154, -2.79327, -7.33021], [5.84060, -1.14386, -6.08462], [3.77745, -1.83758, -4.99539]],
  "atomic_forces_ev_per_a": [[-0.5, 0.3, -0.1], [0.0, 0.0, 0.0], [0.0, 0.0, 0.0], [0.0, 0.0, 0.0], [0.0, 0.0, 0.0], [-0.1, 0.0, 0.0], [0.0, -0.3, -0.1], [0.0, 0.1, 0.0], [0.0, 0.0, 0.0], [0.0, 0.0, 0.0], [0.0, 0.0, 0.0], [0.0, 0.0, 0.0], [0.0, 0.0, 0.0], [0.0, 0.0, 0.0], [0.0, 0.0, 0.0], [0.0, 0.0, 0.0], [0.0, 0.0, 0.0], [0.0, 0.0, 0.0], [0.0, 0.0, 0.0], [0.0, 0.0, 0.0], [0.0, 0.0, 0.0], [0.0, 0.0, 0.0], [0.0, 0.0, 0.0], [0.0, 0.0, 0.0], [0.0, 0.0, 0.0], [0.0, 0.0, 0.0], [0.0, 0.0, 0.0], [0.0, 0.0, 0.0], [0.0, 0.0, 0.0], [0.1, -0.1, 0.0], [0.1, 0.0, 0.1], [0.0, 0.0, 0.0], [0.0, 0.0, 0.0], [0.0, 0.0, 0.0], [0.0, 0.0, 0.0], [0.0, 0.0, 0.0], [0.2, -0.2, 0.1], [0.0, 0.0, 0.0], [0.0, 0.0, 0.0], [-0.1, 0.0, 0.1], [0.0, 0.0, 0.0], [0.0, 0.0, 0.0], [0.0, 0.0, 0.0], [0.0, 0.0, 0.1], [0.1, 0.0, 0.0], [0.0, 0.0, 0.0], [0.0, 0.0, 0.0], [0.0, 0.0, 0.0], [0.0, 0.1, 0.0], [0.0, 0.0, 0.0], [0.0, 0.0, 0.0], [0.0, 0.0, 0.0], [0.0, 0.0, 0.0], [0.1, -0.1, -0.2], [-0.1, 0.0, 0.1], [0.0, 0.0, 0.0], [0.0, 0.0, 0.0], [0.0, 0.0, 0.0], [0.0, 0.0, 0.0]],
  "lumo_ha": 0.1377,
  "relative_energy_kj_mol": 0.0,
  "fmax_ha_per_bohr": 0.011,
  "multiplicity": 1,
  "charge": -2,
  "orbital_gap_ev": 5.022,
  "e_homo_ev": -1.3
}